(1)
Below is C3H2O4Pr as an isolated structure at a distorted geometry, with properties calculated with ωB97M-V/def2-TZVPD.

The multiplicity is 3. The value obtained for the total energy is -933.2063 Ha. The total charge is +1. Its maximum force is 4.8 eV/A. The value obtained for the energy above the lowest of the compared OMol25 structures with the same formula, charge and spin is 0.0000 eV. Its HOMO energy (spin up / spin down) is -12.87 / -12.89 eV. The frontier orbital gap (spin up / spin down) is 6.707 / 7.197 eV.

The geometry in XYZ format:
```
10
C3H2O4Pr ωB97M-V/def2-TZVPD
H -0.166 -0.169 1.904
C 1.264 0.361 0.882
C -0.096 0.544 0.970
O -0.731 0.535 -0.263
C -1.476 -0.586 -0.769
O -2.362 -1.076 -0.117
O -1.007 -0.851 -1.919
Pr 0.830 0.262 -2.125
O 1.888 0.222 -0.284
H 1.857 0.758 1.720
```

Charge distribution, Mulliken scheme, values in e: 0.337, 0.061, -0.399, -0.364, 0.772, -0.435, -0.584, 1.800, -0.632, 0.444

(2)
Below is a 2-piece molecular cluster, C8H13BrO overall at a distorted geometry, with properties calculated with ωB97M-V/def2-TZVPD.

The value obtained for the total energy is -2961.6729 Ha. Its maximum force is 3.9 eV/A. The value obtained for the energy above the lowest of the compared OMol25 structures with the same formula, charge and spin is 3.6882 eV. Its HOMO energy (spin up / spin down) is -7.11 / -6.86 eV. The frontier orbital gap (spin up / spin down) is 7.377 / 7.253 eV.

The geometry in XYZ format:
```
23
C8H13BrO ωB97M-V/def2-TZVPD
C -1.397 2.743 -0.295
C -2.327 1.693 -0.303
C 0.205 0.519 0.004
C 2.447 -0.553 0.425
C 0.394 -1.765 0.973
C 0.838 -1.144 -1.527
C -2.343 0.800 0.761
C 0.894 -0.766 -0.040
O 0.254 1.581 -0.536
Br -3.344 -0.788 0.689
H -1.421 3.421 -1.132
H -1.064 3.095 0.705
H -2.779 1.567 -1.230
H 2.367 -0.329 1.471
H 3.049 0.227 -0.119
H 2.870 -1.644 0.152
H 0.230 -1.360 2.096
H -0.553 -2.177 0.721
H 1.065 -2.629 1.264
H 1.724 -0.719 -2.148
H 0.692 -2.293 -1.651
H -0.120 -0.580 -1.928
H -1.680 1.101 1.646
```

Charge distribution, Mulliken scheme, values in e: -0.787, -0.062, -0.257, -1.362, -1.574, -1.315, -0.321, 1.909, -0.473, -0.152, 0.320, 0.257, 0.392, 0.424, 0.346, 0.322, 0.286, 0.401, 0.356, 0.305, 0.327, 0.309, 0.350

(3)
Below is C18H42AsIrNO2S3SbSi3 as an isolated structure at a distorted geometry, with properties calculated with ωB97M-V/def2-TZVPD.

The multiplicity is 2. The value obtained for the total energy is -5559.8911 Ha. The total charge is -1. Its maximum force is 2.4 eV/A. The value obtained for the energy above the lowest of the compared OMol25 structures with the same formula, charge and spin is 1.8767 eV. Its HOMO energy (spin up / spin down) is -4.22 / -4.32 eV. The frontier orbital gap (spin up / spin down) is 6.526 / 5.331 eV.

The geometry in XYZ format:
```
72
C18H42AsIrNO2S3SbSi3 ωB97M-V/def2-TZVPD
Ir 0.008 0.780 0.943
N -0.529 1.217 3.048
C -1.500 0.360 3.749
C -2.585 -0.106 2.790
C -2.082 -1.279 1.956
O -2.766 -2.294 1.860
O -0.912 -1.152 1.435
H 0.365 1.294 3.519
H -0.885 2.165 2.952
H -1.941 0.878 4.607
H -0.946 -0.501 4.130
H -2.833 0.709 2.107
H -3.489 -0.407 3.317
S 3.679 2.963 -1.541
Sb 3.319 1.640 0.253
S 1.478 0.029 -0.640
S 1.344 2.626 1.296
C -3.958 4.114 -0.186
C -3.909 2.639 -0.615
C -3.985 2.556 -2.144
C -5.099 1.897 0.006
C -2.651 2.049 -0.134
C -1.615 1.543 0.243
H -4.906 4.568 -0.486
H -3.140 4.670 -0.643
H -3.857 4.197 0.896
H -4.887 3.060 -2.504
H -4.015 1.516 -2.472
H -3.116 3.031 -2.596
H -6.040 2.335 -0.335
H -5.064 1.959 1.095
H -5.083 0.843 -0.273
C 4.498 -2.597 -0.083
Si 3.074 -3.310 -1.086
C 2.997 -2.482 -2.771
C 3.483 -5.122 -1.420
As 1.130 -2.725 0.131
Si 1.315 -3.926 2.135
C 2.267 -2.789 3.294
C 2.323 -5.513 1.972
C -0.338 -4.371 2.905
Si -0.643 -3.591 -1.168
C -1.134 -2.152 -2.258
C -2.094 -4.233 -0.182
C -0.051 -5.045 -2.218
H 5.424 -2.600 -0.661
H 4.663 -3.173 0.831
H 4.289 -1.567 0.210
H 4.001 -2.423 -3.197
H 2.595 -1.471 -2.717
H 2.371 -3.055 -3.458
H 4.405 -5.146 -2.005
H 2.707 -5.618 -2.000
H 3.643 -5.699 -0.511
H 3.300 -2.664 2.965
H 2.274 -3.185 4.312
H 1.810 -1.797 3.312
H 3.376 -5.307 1.782
H 1.954 -6.145 1.164
H 2.251 -6.080 2.903
H -1.159 -3.753 2.540
H -0.273 -4.236 3.988
H -0.586 -5.415 2.705
H -1.350 -1.281 -1.634
H -2.020 -2.378 -2.855
H -0.321 -1.868 -2.929
H -2.333 -3.603 0.676
H -1.903 -5.250 0.166
H -2.968 -4.254 -0.839
H 0.620 -4.748 -3.023
H -0.917 -5.541 -2.663
H 0.468 -5.777 -1.599
```

Charge distribution, Mulliken scheme, values in e: 1.593, -0.682, -0.716, -0.518, 0.535, -0.840, -0.827, 0.302, 0.343, 0.398, 0.303, -0.189, 0.401, -0.660, 0.235, -0.413, -0.537, -1.662, 2.385, -1.654, -1.694, -0.550, -0.426, 0.408, 0.374, 0.343, 0.382, 0.364, 0.390, 0.449, 0.328, 0.352, -0.926, 0.466, -0.995, -1.102, 0.312, 0.468, -1.018, -1.217, -0.936, 0.485, -0.791, -0.788, -1.187, 0.416, 0.229, 0.096, 0.409, 0.264, 0.254, 0.351, 0.314, 0.299, 0.260, 0.397, 0.135, 0.276, 0.293, 0.407, 0.074, 0.405, 0.373, 0.052, 0.375, 0.260, 0.207, 0.279, 0.328, 0.284, 0.421, 0.253